1.
Molecular formula: C61H53ClN3O6P2STi
Method: DFT, the ωB97M-V functional and the def2-TZVPD basis

Last column: Löwdin charge in e.
Cartesian coordinates (Å):
1 Ti -0.06942 -0.36909 0.12568  1.097
2 C -0.49800 -2.31192 -6.63533  -0.038
3 C -1.32934 -1.07479 -6.45132  -0.213
4 C -2.08074 -0.54093 -7.49170  -0.056
5 C -2.84854 0.60061 -7.31918  -0.093
6 C -2.85708 1.24301 -6.09017  -0.072
7 C -2.10710 0.74306 -5.03806  -0.030
8 C -1.35828 -0.42036 -5.21567  -0.190
9 N -0.57541 -0.95082 -4.16229  0.165
10 C -0.82253 -0.72369 -2.83019  -0.352
11 N -2.11790 -0.79810 -2.47940  0.160
12 C -2.74486 -0.14551 -1.39131  -0.242
13 C -1.98807 0.33378 -0.33461  -0.167
14 C -2.64255 1.16070 0.58562  -0.135
15 C -4.00239 1.38947 0.50831  -0.089
16 C -4.74312 0.80064 -0.50885  -0.048
17 C -4.12999 0.04182 -1.48890  -0.216
18 C -4.92309 -0.56171 -2.61718  -0.039
19 N 0.14431 -0.52846 -1.97380  0.063
20 C 1.46422 -0.36472 -2.51497  -0.236
21 C 2.34967 -1.43538 -2.43950  -0.026
22 C 3.63240 -1.32752 -2.94802  -0.082
23 C 4.03932 -0.13748 -3.53501  -0.090
24 C 3.15872 0.92903 -3.59932  -0.042
25 C 1.85968 0.84357 -3.09810  -0.196
26 C 0.92522 2.00856 -3.21322  -0.036
27 H -0.73451 -2.79606 -7.58212  0.077
28 H -0.66475 -3.02527 -5.82622  0.063
29 H 0.57184 -2.08012 -6.64364  0.087
30 H -2.06721 -1.04183 -8.45303  0.106
31 H -3.43113 0.99068 -8.14369  0.097
32 H -3.42904 2.14967 -5.94223  0.110
33 H -2.08333 1.27918 -4.09381  0.079
34 H 0.36100 -1.25278 -4.38355  0.143
35 H -2.72639 -1.08596 -3.22822  0.122
36 H -2.07618 1.62178 1.38580  0.093
37 H -4.49171 2.01553 1.24440  0.105
38 H -5.81430 0.95913 -0.56246  0.107
39 H -5.98740 -0.38865 -2.46507  0.077
40 H -4.77303 -1.64468 -2.67956  0.080
41 H -4.65729 -0.12571 -3.58586  0.074
42 H 2.01260 -2.34602 -1.96716  0.088
43 H 4.31086 -2.16883 -2.88035  0.101
44 H 5.03846 -0.03994 -3.94097  0.097
45 H 3.47433 1.86144 -4.05340  0.110
46 H 1.48578 2.94130 -3.25298  0.075
47 H 0.20162 2.07040 -2.39865  0.032
48 H 0.33797 1.95053 -4.13374  0.082
49 O -0.45144 -0.20322 2.08116  -0.435
50 P -1.38395 -1.09241 2.94783  0.724
51 C -2.59198 -1.99759 2.17212  -0.288
52 P -1.64896 -3.09760 -0.17166  0.950
53 O -0.34599 -2.21519 0.27614  -0.560
54 C -1.49770 -4.59341 0.89087  -0.353
55 C -2.56735 -5.48144 0.93410  -0.106
56 C -2.50918 -6.62037 1.72510  -0.102
57 C -1.38102 -6.87726 2.49199  -0.107
58 C -0.30780 -5.99684 2.44926  -0.087
59 C -0.36544 -4.86685 1.64863  -0.089
60 C -0.79602 -3.94785 -1.60502  -0.332
61 C 0.55676 -4.26498 -1.65091  -0.110
62 C 1.09577 -4.95036 -2.72891  -0.093
63 C 0.28332 -5.34450 -3.78486  -0.109
64 C -1.07191 -5.04846 -3.75148  -0.114
65 C -1.59955 -4.35244 -2.67052  -0.117
66 C -2.06369 0.11339 4.14465  -0.257
67 C -3.23175 -0.18734 4.83741  -0.092
68 C -3.79880 0.74111 5.69808  -0.094
69 C -3.21256 1.98963 5.85769  -0.097
70 C -2.05300 2.30366 5.16224  -0.080
71 C -1.48007 1.36620 4.31540  -0.074
72 C -0.31542 -2.22403 3.87512  -0.250
73 C 1.01580 -2.35596 3.49536  -0.077
74 C 1.85663 -3.21577 4.18813  -0.083
75 C 1.37325 -3.94149 5.26699  -0.101
76 C 0.04564 -3.80872 5.65329  -0.088
77 C -0.79458 -2.94999 4.96152  -0.070
78 H -3.41777 -1.38214 1.81563  0.009
79 H -2.93898 -2.81544 2.80337  0.011
80 H -3.45796 -5.27233 0.35001  0.099
81 H -3.34913 -7.30455 1.74924  0.093
82 H -1.34057 -7.75686 3.12299  0.091
83 H 0.57686 -6.18735 3.04568  0.096
84 H 0.47074 -4.17948 1.61639  0.090
85 H 1.19033 -3.97339 -0.82056  0.100
86 H 2.15408 -5.18527 -2.74628  0.100
87 H 0.70429 -5.88640 -4.62323  0.094
88 H -1.71680 -5.35856 -4.56596  0.096
89 H -2.65894 -4.11370 -2.64846  0.089
90 H -3.71350 -1.14484 4.67522  0.096
91 H -4.71045 0.49714 6.22978  0.096
92 H -3.66699 2.72236 6.51303  0.097
93 H -1.59816 3.28023 5.27248  0.103
94 H -0.58176 1.60906 3.76229  0.103
95 H 1.38172 -1.79651 2.64228  0.093
96 H 2.89019 -3.32074 3.88123  0.102
97 H 2.02936 -4.61338 5.80693  0.097
98 H -0.33576 -4.37715 6.49228  0.099
99 H -1.83037 -2.85084 5.26425  0.102
100 Cl 6.51699 2.78014 1.49518  0.641
101 C 5.12766 1.80262 1.11681  -0.670
102 C 5.30649 0.43128 0.88293  -0.088
103 C 4.23901 -0.38118 0.60391  0.011
104 C 2.92194 0.13782 0.54636  -0.308
105 O 1.92545 -0.65637 0.34922  -0.133
106 C 2.77211 1.54117 0.73841  -0.101
107 C 1.49909 2.14913 0.56925  -0.083
108 O 0.48483 1.53504 0.19676  -0.076
109 C 3.88226 2.35598 1.04140  -0.043
110 H 6.30782 0.02264 0.92495  0.105
111 H 4.36981 -1.44042 0.42721  0.121
112 H 1.39298 3.22762 0.71381  0.128
113 H 3.73242 3.41655 1.20475  0.122
114 O 1.94219 7.25706 1.67730  0.081
115 C 0.84906 6.53957 2.07810  -0.502
116 O 0.53444 6.57934 3.24099  0.082
117 C 0.14283 5.78053 1.03395  -0.188
118 C 0.69521 5.46804 -0.21605  -0.086
119 C -0.01513 4.75456 -1.15575  -0.146
120 C -1.34788 4.33234 -0.93201  -0.767
121 S -2.25254 3.47211 -2.09865  0.523
122 C -1.88585 4.65271 0.34064  -0.123
123 C -1.16478 5.33731 1.28924  -0.029
124 H 2.00606 7.21425 0.71695  0.076
125 H 1.71921 5.74337 -0.46212  0.106
126 H 0.44126 4.51880 -2.10717  0.075
127 H -2.89654 4.32772 0.55392  0.088
128 H -1.60015 5.56070 2.25550  0.114

Computed properties:
HOMO-LUMO gap: 5.241 eV
net charge: -1
HOMO energy: -4.00 eV
electronic energy: -145931.7958 eV
energy above the lowest of the compared OMol25 structures with the same formula, charge and spin: 17.0 kcal per mole
2S+1: 1
LUMO energy: 1.236 eV

2.
Molecular formula: C25H27B2ClF4N8O6SY
Method: DFT, the ωB97M-V functional and the def2-TZVPD basis

Last column: Löwdin charge in e.
Cartesian coordinates (Å):
1 Y -0.30654 0.48633 0.39764  1.565
2 C -2.30823 2.97433 -3.08069  0.016
3 C -1.70069 1.93464 -2.20268  -0.205
4 N -1.11485 2.17885 -1.09428  -0.012
5 O -1.05129 3.46157 -0.67509  0.092
6 B -0.67083 3.56564 0.75306  -1.030
7 F 0.42349 2.59077 0.95924  0.021
8 F -0.30683 4.82145 1.04514  0.242
9 O -1.75568 3.12815 1.68679  0.087
10 N -2.03792 1.82962 1.49879  -0.009
11 C -2.98502 1.31103 2.18243  -0.234
12 C -3.80106 2.03808 3.19916  0.010
13 C -3.24926 -0.12679 1.85927  -0.211
14 N -2.37663 -0.69460 1.11466  0.031
15 O -2.64822 -2.01344 0.73667  0.116
16 B -3.34599 -2.17437 -0.43975  -0.886
17 F -3.50243 -3.39919 -0.88638  0.298
18 F -4.03893 -1.17025 -0.96325  0.271
19 O -1.52987 -1.67585 -1.98506  -0.146
20 N -1.27621 -0.33790 -1.71224  0.004
21 C -1.79956 0.47823 -2.54649  -0.213
22 C -2.51784 0.02973 -3.77305  0.021
23 C -4.49957 -0.77343 2.34700  0.032
24 H -2.25775 3.94256 -2.59403  0.090
25 H -1.77101 3.02885 -4.02968  0.106
26 H -3.34755 2.72932 -3.30269  0.101
27 H -3.42782 3.05118 3.31074  0.091
28 H -4.84961 2.08081 2.89967  0.103
29 H -3.75590 1.52767 4.16277  0.097
30 H -2.03672 -0.86037 -4.17058  0.078
31 H -3.54759 -0.23757 -3.52152  0.110
32 H -2.53943 0.80952 -4.52925  0.088
33 H -4.71540 -0.46952 3.36940  0.094
34 H -5.33658 -0.44336 1.72558  0.120
35 H -4.43078 -1.85521 2.30024  0.099
36 N 7.05372 2.74561 2.04396  0.125
37 C 6.00695 2.01837 1.55045  -0.304
38 C 4.83204 2.66179 1.12737  -0.012
39 C 3.76460 1.93251 0.65640  -0.052
40 C 3.85839 0.54568 0.60437  -0.322
41 C 5.01025 -0.11409 1.02056  -0.051
42 C 6.07809 0.61838 1.48687  -0.013
43 S 2.50908 -0.41622 0.08030  0.633
44 O 1.67466 0.45011 -0.80940  -0.416
45 O 2.93563 -1.65049 -0.49583  -0.263
46 N 1.47000 -0.68680 1.27585  -0.193
47 C 1.46601 -0.11437 2.52029  -0.478
48 N 2.56214 -0.02022 3.27050  0.166
49 C 2.40859 0.59201 4.43690  -0.082
50 C 1.19438 1.11196 4.87221  -0.028
51 C 0.11984 0.95321 4.02733  -0.096
52 N 0.22992 0.32133 2.85731  0.048
53 H 7.07212 3.73806 1.89168  0.102
54 H 7.94880 2.30067 2.14005  0.102
55 H 4.77184 3.74246 1.16290  0.118
56 H 2.86919 2.43688 0.31965  0.107
57 H 5.06025 -1.19307 0.96698  0.122
58 H 6.98136 0.11351 1.80550  0.118
59 H 3.29742 0.67146 5.05283  0.122
60 H 1.10199 1.61559 5.82192  0.109
61 H -0.86255 1.33741 4.27966  0.115
62 Cl 0.86108 -1.51960 -4.26224  0.754
63 C 0.32878 -3.15697 -4.01158  -0.575
64 C 0.46613 -4.07000 -5.04048  -0.091
65 C 0.03964 -5.37645 -4.84921  -0.062
66 C -0.51804 -5.76272 -3.64102  -0.062
67 C -0.64722 -4.83774 -2.61650  -0.019
68 C -0.22540 -3.52512 -2.78493  -0.213
69 C -0.37556 -2.53008 -1.67927  -0.114
70 H 0.90642 -3.75941 -5.97777  0.110
71 H 0.14773 -6.09366 -5.65158  0.113
72 H -0.84966 -6.78149 -3.49539  0.111
73 H -1.08048 -5.13137 -1.66814  0.121
74 H 0.51064 -1.90234 -1.60244  0.080
75 H -0.56263 -3.03129 -0.72761  0.133

Computed properties:
HOMO-LUMO gap: 6.889 eV
net charge: +1
HOMO energy: -10.52 eV
electronic energy: -87197.2331 eV
energy above the lowest of the compared OMol25 structures with the same formula, charge and spin: 0.9 kcal per mole
2S+1: 1
LUMO energy: -3.634 eV

3.
Molecular formula: C7H11F6N2O5S5Sc
Method: DFT, the ωB97M-V functional and the def2-TZVPD basis

Last column: natural (NBO) charge in e.
Cartesian coordinates (Å):
1 Sc 0.71354 -0.42608 0.21332  1.764
2 F 4.57126 0.95711 -1.85072  -0.267
3 C 4.89250 0.72811 -0.59849  0.841
4 F 5.25289 1.82262 0.01988  -0.256
5 F 5.79153 -0.21569 -0.49586  -0.257
6 S 3.33040 0.10801 0.23526  2.127
7 O 2.23535 1.11892 0.15987  -0.938
8 O 2.79130 -1.06232 -0.49253  -0.933
9 N 3.79144 -0.16859 1.69116  -1.119
10 S 2.63203 -0.51578 2.72777  2.199
11 O 3.07217 -1.22734 3.85673  -0.784
12 O 1.47334 -1.11503 1.95843  -1.009
13 C 1.88710 1.12621 3.30670  0.777
14 F 2.70255 2.11415 3.03739  -0.265
15 F 0.72296 1.30250 2.65114  -0.310
16 F 1.65250 1.02436 4.58891  -0.258
17 S -0.90203 1.41249 -0.41573  -0.185
18 C -2.52383 1.04507 0.03407  -0.006
19 N -2.95960 0.95632 1.26642  -0.517
20 C -4.38232 0.63806 1.45906  -0.233
21 C -5.06528 0.89791 0.11323  -0.540
22 S -3.74657 0.86808 -1.14801  0.457
23 H -2.33943 1.13088 2.04462  0.436
24 H -4.78851 1.27734 2.23977  0.251
25 H -4.47357 -0.40189 1.77330  0.227
26 H -5.54809 1.87143 0.07459  0.256
27 H -5.79529 0.12889 -0.12241  0.268
28 C 0.99068 -4.23977 -0.30564  -0.818
29 S -0.35366 -3.39719 -1.10788  1.298
30 C 0.26548 -3.31916 -2.77255  -0.806
31 O -0.24215 -1.92347 -0.60553  -1.019
32 H 0.95538 -5.27370 -0.65343  0.282
33 H 0.80126 -4.21928 0.76653  0.271
34 H 1.94298 -3.77302 -0.55477  0.260
35 H 0.37967 -4.35057 -3.11021  0.278
36 H 1.22256 -2.79958 -2.78819  0.257
37 H -0.47921 -2.81332 -3.38293  0.275

Computed properties:
HOMO-LUMO gap: 9.062 eV
net charge: +2
HOMO energy: -15.84 eV
electronic energy: -111823.5332 eV
energy above the lowest of the compared OMol25 structures with the same formula, charge and spin: 2.7 kcal per mole
2S+1: 1
LUMO energy: -6.780 eV